ORCA calculation (ωB97M-V/def2-TZVPD) on C25H20AsGeMnO10SSe as an isolated structure at a distorted geometry.

Computed properties:
Multiplicity: 1
Kohn-Sham gap (alpha / beta), eV: 6.802 / 6.799
Molar mass, g/mol: 793.92
Lowest unoccupied orbital energy (alpha / beta), eV: -2.572 / -2.574

```
60
C25H20AsGeMnO10SSe ωB97M-V/def2-TZVPD
Mn -0.4130 -0.1501 -0.1880
O -0.5274 3.1924 -2.0875
As 0.7600 2.5669 -1.1495
O 0.1522 2.8669 0.5724
O 0.6779 0.8204 -0.9179
C -0.9077 3.5983 0.9640
C -0.8343 4.9780 1.1436
C -1.9272 5.6525 1.6535
C -3.0898 4.9748 1.9969
C -3.1782 3.6071 1.8010
C -2.0848 2.9333 1.2878
S -2.1851 1.2745 0.6659
O -3.4038 0.6566 1.0689
O -1.9003 1.3978 -0.7347
O -1.0163 0.4299 1.2350
H -0.9227 2.4389 -2.5896
H 0.0786 5.4895 0.8740
H -1.8747 6.7229 1.7843
H -3.9338 5.5168 2.3949
H -4.0795 3.0574 2.0259
O -1.8182 -1.5596 -3.6280
Se -1.9556 -0.2783 -2.7377
O -0.8529 0.8011 -3.0907
O -1.3634 -0.9898 -1.1619
O -3.4162 0.2501 -2.6603
C 0.5828 -1.4380 0.1327
Ge 0.6349 -3.2675 -0.6587
C 0.9511 -2.8000 -2.5505
C 0.6883 -3.7546 -3.5257
C 0.8058 -3.4226 -4.8630
C 1.1816 -2.1411 -5.2246
C 1.4593 -1.1950 -4.2518
C 1.3463 -1.5223 -2.9119
C 1.9064 -4.6688 -0.0172
C 3.2698 -4.5439 -0.2647
C 4.1299 -5.5845 0.0392
C 3.6326 -6.7615 0.5782
C 2.2758 -6.8937 0.8242
C 1.4153 -5.8509 0.5268
C -1.2434 -3.6401 -0.1582
C -2.2276 -3.7248 -1.1348
C -3.5501 -3.8886 -0.7603
C -3.8913 -3.9733 0.5791
C -2.9090 -3.8879 1.5530
C -1.5864 -3.7120 1.1879
H 0.3927 -4.7536 -3.2261
H 0.5917 -4.1618 -5.6212
H 1.2494 -1.8777 -6.2695
H 1.7501 -0.1953 -4.5361
H 1.5702 -0.7946 -2.1353
H 3.6475 -3.6285 -0.7009
H 5.1895 -5.4867 -0.1490
H 4.3003 -7.5808 0.8000
H 1.8857 -7.8112 1.2420
H 0.3516 -5.9466 0.7034
H -1.9635 -3.6344 -2.1794
H -4.3150 -3.9372 -1.5197
H -4.9229 -4.1156 0.8659
H -3.1772 -3.9555 2.5973
H -0.8103 -3.6363 1.9402
```

These are the Mulliken partial charges, in e, on atoms 1 to 8: 0.89, -0.55, 0.13, -0.50, -0.27, 0.25, -0.59, -0.46